1.
{"formula": "C15H32N5O3", "method": "the ωB97M-V functional and the def2-TZVPD basis", "spin_multiplicity": 1, "lumo_ev": -4.6, "total_charge": 1, "homo_lumo_gap_ha": 0.2324, "de_lowest_kcal_mol": 224.4, "species": ["C", "O", "C", "C", "C", "C", "C", "C", "C", "N", "N", "C", "N", "H", "H", "H", "H", "H", "H", "H", "H", "H", "H", "H", "H", "H", "H", "H", "H", "H", "H", "C", "C", "O", "N", "C", "H", "H", "H", "H", "H", "H", "H", "C", "C", "O", "N", "C", "H", "H", "H", "H", "H", "H", "H"], "coordinates": [[3.1924, -1.6414, -0.5366], [3.3964, -0.4567, -1.3927], [2.9634, -0.6947, -2.7798], [1.4370, -0.2063, -3.1247], [1.0648, 1.3042, -2.5416], [0.0633, 1.2611, -1.2444], [-1.3965, 2.0280, -1.5033], [-2.3354, 1.2538, -2.6054], [-3.4154, 0.1947, -1.9728], [-3.6899, -0.2708, -0.5599], [-4.7206, -1.2161, -0.7676], [-5.1533, -1.4139, -2.2232], [-4.2759, -0.4602, -3.0348], [4.0412, -2.4545, -0.6801], [3.2274, -1.3004, 0.5936], [2.1855, -2.1653, -0.8417], [3.7875, -0.2682, -3.5229], [2.9882, -1.8771, -2.9353], [1.3492, -0.1781, -4.3141], [0.6682, -1.0066, -2.6968], [2.0741, 1.8541, -2.2261], [0.6501, 1.9161, -3.4592], [-0.1678, 0.1553, -0.8934], [0.6039, 1.8793, -0.3781], [-1.0976, 3.0814, -1.9774], [-1.9279, 2.2156, -0.4762], [-2.8386, 2.0248, -3.3643], [-1.5893, 0.6049, -3.2743], [-5.1675, -1.7916, 0.0007], [-5.9536, -2.1389, -2.6892], [-4.2775, -0.2959, -4.0807], [-4.2701, 2.6982, 1.2890], [-3.3768, 3.9046, 1.3691], [-2.5185, 4.1384, 0.5205], [-3.5363, 4.7560, 2.4220], [-4.4751, 4.6646, 3.5147], [-4.0202, 2.1195, 0.3948], [-4.1203, 2.0618, 2.1648], [-5.3153, 3.0097, 1.2172], [-2.8970, 5.5423, 2.4024], [-5.0914, 5.5668, 3.5076], [-3.9066, 4.6270, 4.4470], [-5.1152, 3.7845, 3.4416], [5.6027, -4.7119, 1.6377], [4.4718, -3.8552, 2.1347], [3.4684, -3.6418, 1.4573], [4.5780, -3.3051, 3.3777], [5.6610, -3.4301, 4.3239], [5.3684, -5.0760, 0.6329], [6.5231, -4.1249, 1.5859], [5.7362, -5.5749, 2.2948], [3.7758, -2.7427, 3.6373], [5.2594, -3.8655, 5.2420], [6.0396, -2.4280, 4.5391], [6.4727, -4.0543, 3.9482]]}

2.
{"formula": "C12H23O2PS2", "method": "the ωB97M-V functional and the def2-TZVPD basis", "spin_multiplicity": 1, "lumo_ev": 0.6, "homo_lumo_gap_ha": 0.3082, "species": ["P", "C", "C", "C", "C", "C", "C", "C", "C", "H", "H", "H", "H", "H", "H", "H", "H", "H", "H", "H", "C", "S", "O", "C", "H", "H", "H", "H", "H", "H", "C", "S", "O", "C", "H", "H", "H", "H", "H", "H"], "coordinates": [[2.6527, 1.0231, 0.8712], [2.0188, 2.8110, 1.2144], [0.8480, 3.2138, 0.1797], [-0.3661, 2.1648, 0.4418], [-0.5244, 0.9004, -0.4723], [-1.6639, -0.0992, -0.1630], [-2.5963, 0.2311, 1.0399], [-2.4483, 1.4816, 1.9528], [-1.2881, 2.4925, 1.6450], [2.4560, 0.8710, -0.5605], [1.5948, 0.2076, 1.4445], [1.5204, 2.7417, 2.2511], [2.8719, 3.5642, 1.2829], [1.1393, 3.1391, -0.9208], [0.4305, 4.2686, 0.3459], [0.2443, 0.7899, -1.3073], [-1.7493, -1.0297, -0.8172], [-3.4276, -0.5089, 1.2734], [-3.1406, 1.6937, 2.8400], [-1.0923, 3.4164, 2.2879], [-1.8251, -3.4658, 2.5396], [-3.1871, -4.3809, 1.7843], [-3.9538, -3.4217, 0.9326], [-4.1208, -4.6171, 3.3113], [-1.1248, -3.1764, 1.7548], [-2.2055, -2.5694, 3.0331], [-1.3137, -4.1042, 3.2624], [-4.3590, -3.6491, 3.7562], [-3.5337, -5.2174, 4.0089], [-5.0462, -5.1432, 3.0724], [3.8024, -0.6216, -4.0681], [3.5080, 0.9594, -3.2481], [2.2626, 0.8152, -2.4311], [3.0711, 1.8684, -4.7448], [4.0569, -1.3624, -3.3089], [2.9026, -0.9401, -4.5979], [4.6343, -0.5201, -4.7672], [2.2168, 1.3953, -5.2324], [3.9269, 1.8888, -5.4220], [2.8081, 2.8895, -4.4645]]}

3.
{"formula": "C13H12AsF6O7", "method": "the ωB97M-V functional and the def2-TZVPD basis", "spin_multiplicity": 1, "lumo_ev": 2.0, "total_charge": -1, "homo_lumo_gap_ha": 0.3715, "species": ["O", "C", "O", "C", "C", "C", "O", "C", "O", "O", "C", "O", "C", "O", "C", "C", "C", "C", "C", "C", "H", "H", "H", "H", "H", "H", "H", "H", "H", "H", "H", "H", "F", "As", "F", "F", "F", "F", "F"], "coordinates": [[2.0565, -4.1973, 1.6957], [1.9965, -3.0462, 1.3365], [1.4073, -2.7928, 0.1200], [1.7986, -1.5203, -0.4415], [1.4833, -0.2785, 0.5155], [1.0361, 0.9522, -0.3410], [1.4611, 1.0787, -1.6965], [0.9328, 2.3484, -2.0303], [1.4209, 3.1519, -2.7341], [-0.2846, 2.4972, -1.3181], [-0.4701, 1.3467, -0.4602], [-1.3676, 0.5426, -1.2472], [-2.0645, -0.3630, -0.4616], [-1.4939, -1.1791, 0.2174], [-3.6302, -0.4345, -0.4310], [-4.2527, -0.0058, 0.8148], [-5.7233, -0.1045, 0.8940], [-6.4496, -0.6266, -0.2469], [-5.7999, -1.0287, -1.5065], [-4.3526, -0.9349, -1.5926], [2.3794, -2.2668, 2.0441], [2.8751, -1.4697, -0.7534], [1.2029, -1.4006, -1.3895], [2.4824, -0.0170, 0.9950], [0.7871, -0.5542, 1.3441], [1.4410, 1.8193, 0.2679], [-0.9352, 1.6494, 0.5092], [-3.6538, 0.3771, 1.6678], [-6.2072, 0.2082, 1.8432], [-7.5609, -0.7401, -0.1997], [-6.3668, -1.4256, -2.3786], [-3.7489, -1.2194, -2.4838], [5.6862, 2.4143, -0.3659], [5.6607, 1.3777, 1.0640], [4.9565, 0.0637, 0.0992], [4.0269, 1.9577, 1.4553], [5.6300, 0.3371, 2.4949], [6.3570, 2.6861, 2.0267], [7.2834, 0.7975, 0.6732]]}

4.
{"formula": "C22H41IN4O11S", "method": "the ωB97M-V functional and the def2-TZVPD basis", "spin_multiplicity": 1, "lumo_ev": 0.1, "homo_lumo_gap_ha": 0.3461, "smiles": "[H]/N=C\\C[C@]1(CCCCOC=O)OS(=O)(=O)O[C@@]1(I)CCCC(=O)O.CNC(C)=O.CNC(C)=O.CNC(C)=O", "species": ["N", "C", "C", "C", "C", "C", "C", "C", "O", "C", "O", "O", "S", "O", "O", "O", "C", "I", "C", "C", "C", "C", "O", "O", "H", "H", "H", "H", "H", "H", "H", "H", "H", "H", "H", "H", "H", "H", "H", "H", "H", "H", "H", "H", "C", "C", "O", "N", "C", "H", "H", "H", "H", "H", "H", "H", "C", "C", "O", "N", "C", "H", "H", "H", "H", "H", "H", "H", "C", "C", "O", "N", "C", "H", "H", "H", "H", "H", "H", "H"], "coordinates": [[2.7976, -3.3181, -1.3587], [2.5720, -3.3180, -2.6081], [1.5568, -2.4767, -3.3517], [1.8677, -0.9775, -3.4579], [1.2792, -0.2160, -2.2411], [-0.1748, 0.2409, -2.3934], [-0.8443, 0.5474, -1.0287], [0.0978, 1.0210, 0.0537], [-0.7122, 1.3217, 1.2206], [0.0219, 1.3723, 2.3483], [-0.1093, 0.6121, 3.2565], [1.0898, -0.5561, -4.6607], [1.6583, 0.7867, -5.2576], [1.8965, 0.6673, -6.6498], [0.9367, 1.9228, -4.8011], [3.0621, 0.7444, -4.4532], [3.2634, -0.5090, -3.8543], [4.0081, -1.8130, -5.5279], [4.3690, -0.5240, -2.8085], [4.5651, 0.8393, -2.1004], [6.0588, 1.1029, -1.8340], [6.6988, 0.0202, -1.0086], [7.1283, -1.0050, -1.4761], [6.7780, 0.2562, 0.3228], [2.1842, -2.6565, -0.8788], [3.1570, -4.0122, -3.2095], [0.5694, -2.5775, -2.8991], [1.4918, -2.8539, -4.3708], [1.2810, -0.9253, -1.4114], [1.9148, 0.6246, -1.9601], [-0.2135, 1.1443, -2.9924], [-0.7688, -0.5430, -2.8606], [-1.2830, -0.3909, -0.6744], [-1.6734, 1.2411, -1.1602], [0.6513, 1.9117, -0.2625], [0.8052, 0.2451, 0.3465], [0.7461, 2.2003, 2.3999], [4.2049, -1.3030, -2.0708], [5.3026, -0.7721, -3.3037], [4.0859, 0.8510, -1.1244], [4.2263, 1.6606, -2.7248], [6.2141, 2.0664, -1.3603], [6.6033, 1.0999, -2.7800], [7.5475, -0.2472, 0.6278], [5.4619, 2.7592, 2.6892], [4.5525, 3.0118, 1.5117], [4.7470, 2.4840, 0.4271], [3.5012, 3.8515, 1.6955], [3.1187, 4.5606, 2.9025], [6.2388, 2.0716, 2.3715], [5.9229, 3.6874, 3.0285], [4.9096, 2.3120, 3.5163], [2.9378, 3.9790, 0.8696], [2.1133, 4.2689, 3.2102], [3.1257, 5.6371, 2.7258], [3.8061, 4.3372, 3.7105], [-4.6754, 1.4698, 1.4140], [-4.9583, 1.1785, -0.0416], [-4.4836, 1.8571, -0.9410], [-5.7643, 0.1247, -0.3233], [-6.4137, -0.7886, 0.6049], [-4.0207, 2.3339, 1.4672], [-5.5985, 1.6909, 1.9510], [-4.1782, 0.6237, 1.8896], [-5.9116, -0.0151, -1.3102], [-6.0867, -1.8112, 0.4191], [-7.4940, -0.7506, 0.4790], [-6.1746, -0.5260, 1.6294], [-9.1164, -3.1109, 4.2372], [-7.9981, -3.1352, 3.2215], [-8.1685, -2.7867, 2.0646], [-6.7789, -3.5630, 3.6446], [-6.3926, -4.0103, 4.9696], [-10.0142, -2.7487, 3.7471], [-9.3068, -4.1107, 4.6282], [-8.8735, -2.4449, 5.0658], [-6.0772, -3.5579, 2.9215], [-5.5956, -3.3784, 5.3644], [-6.0293, -5.0383, 4.9301], [-7.2369, -3.9674, 5.6485]]}

DFT total energy? In order: -29653.669 -47864.787 -105155.827 -70897.644 eV.